Density functional theory data (the ωB97M-V functional and the def2-TZVPD basis) for C17H16N2O5Pb as an isolated structure in a non-equilibrium geometry.

Atoms and positions in Å:
Pb (-0.05874, -0.05353, 0.26752)
C (2.47340, 0.15856, -0.04905)
O (3.59607, -0.05929, 0.12029)
C (0.23695, 1.29483, -2.22637)
O (0.42395, 1.85956, -3.18342)
C (0.01545, 2.25594, 1.41864)
O (0.14059, 3.27749, 1.89393)
C (-0.32133, -2.09164, -1.41419)
O (-0.17758, -3.15729, -1.85449)
C (-2.56621, -0.23736, 0.53376)
H (-2.66507, -1.31328, 0.59355)
H (-2.63595, 0.24195, 1.50310)
C (-2.50667, 0.44710, -0.63287)
H (-2.48200, 1.52801, -0.68770)
H (-2.52012, -0.02259, -1.60671)
C (4.12952, -4.53071, 2.87749)
N (3.23499, -3.77350, 2.03653)
N (2.10583, -3.17858, 2.49476)
C (1.47480, -2.60181, 1.43612)
O (0.44369, -1.85781, 1.63924)
C (2.24535, -2.91722, 0.28716)
C (3.29848, -3.69690, 0.69574)
C (4.38777, -4.30261, -0.11321)
C (1.81670, -2.84888, 3.85956)
C (2.82137, -2.33469, 4.67641)
C (2.49566, -1.99251, 5.98503)
C (1.16798, -2.06130, 6.42227)
C (0.15013, -2.43664, 5.54080)
C (0.47565, -2.79858, 4.24225)
H (5.13660, -4.08553, 2.82089)
H (4.15796, -5.58202, 2.54113)
H (3.75313, -4.46511, 3.89810)
H (2.06411, -2.59983, -0.71698)
H (5.39185, -3.93916, 0.16563)
H (4.41237, -5.40423, -0.04819)
H (4.24296, -4.05115, -1.17428)
H (3.83410, -2.25906, 4.28125)
H (3.29470, -1.69948, 6.65532)
H (0.92084, -1.81837, 7.45506)
H (-0.88534, -2.47938, 5.86401)
H (-0.30952, -3.03140, 3.53064)

Calculated values
* strongest force on any atom: 6.368 eV Å⁻¹
* relative energy (zero: lowest compared OMol25 entry of this formula, charge and spin): 0.000 eV
* lowest unoccupied orbital energy: -0.272 hartree
* highest occupied orbital energy: -14.26 eV
* total charge: +2
* orbital gap: 6.86 eV
* multiplicity: 1



Density functional theory data (the ωB97M-V functional and the def2-TZVPD basis) for one molecule with the formula C17H16N4O2S in a non-equilibrium geometry.

Atoms and positions in Å:
C (1.78884, -0.33673, 3.94260)
H (0.83056, -0.85611, 4.07237)
O (1.68722, 0.68134, 2.98249)
C (0.73863, 1.66643, 3.32159)
C (0.67385, 2.68752, 2.18668)
N (0.66676, 2.03994, 0.87987)
C (-0.16761, 0.97304, 0.72019)
N (-1.30996, 0.87811, 1.32105)
N (-1.93501, -0.26178, 1.11439)
C (-1.30638, -1.09473, 0.35698)
C (-1.80850, -2.39223, -0.01995)
C (-1.10476, -3.23854, -0.87667)
C (-1.64852, -4.46932, -1.19479)
C (-2.87608, -4.81076, -0.64426)
N (-3.55239, -4.01593, 0.16991)
C (-3.03948, -2.84380, 0.47460)
H (-3.61462, -2.21675, 1.14074)
H (-3.34302, -5.76199, -0.86199)
H (-1.13218, -5.14897, -1.85453)
H (-0.15124, -2.92744, -1.28099)
S (0.25295, -0.47118, -0.19657)
C (1.60394, 2.44813, -0.05411)
O (2.47946, 3.23300, 0.23018)
C (1.41284, 1.93292, -1.43589)
C (0.18301, 2.06044, -2.07750)
C (0.04260, 1.64096, -3.38710)
C (1.12220, 1.09274, -4.06137)
C (2.35090, 0.98246, -3.43186)
C (2.50208, 1.41317, -2.12628)
H (3.45535, 1.34214, -1.62505)
H (3.19462, 0.56509, -3.96069)
H (1.00569, 0.75870, -5.08165)
H (-0.91172, 1.74108, -3.88231)
H (-0.65735, 2.49272, -1.55209)
H (-0.22423, 3.30034, 2.29866)
H (1.56537, 3.31861, 2.19018)
H (-0.24804, 1.20295, 3.47322)
H (1.02441, 2.17959, 4.25181)
H (2.10666, 0.06240, 4.91330)
H (2.53613, -1.03676, 3.57488)

Calculated values
* strongest force on any atom: 1.835 eV Å⁻¹
* relative energy (zero: lowest compared OMol25 entry of this formula, charge and spin): 2.411 eV
* lowest unoccupied orbital energy: -0.005 hartree
* SMILES string: COCCN(C(=O)c1ccccc1)c1nnc(-c2cccnc2)s1
* highest occupied orbital energy: -8.70 eV
* orbital gap: 8.56 eV
* multiplicity: 1



Density functional theory data (the ωB97M-V functional and the def2-TZVPD basis) for C17H16N4O5S as an isolated structure in a non-equilibrium geometry.

Atoms and positions in Å:
C (1.74943, 6.21722, -1.33837)
N (1.07470, 4.91544, -1.02142)
S (0.69344, 4.84283, 0.69278)
O (1.79622, 5.41639, 1.35498)
O (-0.52750, 5.63518, 0.63914)
C (0.42495, 3.32329, 0.80859)
C (1.41847, 2.58211, 0.59217)
C (1.61915, 1.08119, 0.78806)
C (0.38586, 0.56318, 1.20732)
C (-0.84324, 1.31436, 1.38267)
C (-0.65873, 2.73720, 1.45747)
H (-1.40636, 3.44976, 1.48838)
H (-1.72016, 0.88529, 1.52766)
C (0.10795, -0.96561, 1.49370)
O (-0.82817, -1.49189, 1.49471)
O (1.18562, -1.48432, 1.39979)
C (1.19367, -2.97988, 1.33165)
N (0.27880, -3.56498, 0.55813)
N (-0.37546, -4.63730, 1.22608)
N (-1.41369, -5.07013, 0.62407)
C (-1.44061, -4.83234, -0.83613)
C (-2.64554, -5.42259, -1.31436)
C (-2.77752, -5.30867, -2.68559)
C (-2.09670, -4.31701, -3.39007)
C (-0.67037, -3.78138, -2.79388)
C (-0.72505, -4.03798, -1.49928)
C (0.27315, -3.23928, -0.95049)
O (1.20762, -2.54017, -1.10164)
H (-0.41945, -2.91288, -3.36096)
H (-2.23107, -4.23555, -4.57164)
H (-3.47481, -5.85706, -3.25157)
H (-3.05072, -6.21919, -0.98224)
H (1.02775, -3.35008, 2.51826)
H (2.31077, -3.22822, 1.08704)
H (2.31865, 0.47874, 0.57443)
H (2.54683, 2.84337, 0.52855)
C (0.12914, 4.71868, -1.90239)
H (0.08105, 4.69074, -2.75329)
H (-0.46636, 3.84507, -1.45943)
H (-0.80796, 5.66005, -1.62862)
H (2.17617, 6.02962, -2.32150)
H (2.38518, 6.60845, -0.39928)
H (1.15696, 7.23144, -1.49684)

Calculated values
* strongest force on any atom: 19.317 eV Å⁻¹
* relative energy (zero: lowest compared OMol25 entry of this formula, charge and spin): 17.198 eV
* lowest unoccupied orbital energy: -0.035 hartree
* highest occupied orbital energy: -8.50 eV
* orbital gap: 7.54 eV
* multiplicity: 1



Density functional theory data (the ωB97M-V functional and the def2-TZVPD basis) for C17H17Br15O4 as an isolated structure in a non-equilibrium geometry.

Atoms and positions in Å:
C (4.07766, -1.64476, -3.35978)
Br (6.02896, -1.38401, -3.32173)
Br (3.49250, -3.35295, -2.71451)
Br (3.32563, -1.30015, -5.15067)
H (3.66645, -0.86588, -2.73297)
C (-2.72423, -1.79687, 3.31662)
Br (-3.48747, -0.60019, 1.99287)
Br (-1.65986, -3.22432, 2.43435)
Br (-3.96232, -2.54983, 4.62625)
H (-2.00418, -1.18050, 3.83615)
C (-0.64700, 3.05447, 4.50443)
Br (0.60882, 4.28212, 3.63712)
Br (0.08644, 1.27645, 4.74271)
Br (-2.37569, 2.98654, 3.55935)
H (-0.90236, 3.43496, 5.48197)
C (1.31009, 2.20919, -2.70675)
Br (3.11916, 2.37357, -3.39805)
Br (0.18023, 1.45362, -4.08819)
Br (0.61128, 4.00940, -2.27061)
H (1.17800, 1.68880, -1.76558)
C (5.39035, 3.19495, 2.43865)
Br (4.73977, 3.64814, 4.18524)
Br (7.36571, 3.43191, 2.41221)
Br (4.69998, 4.32087, 1.02064)
H (5.10298, 2.20401, 2.10646)
C (-2.85033, -2.65347, -0.92067)
C (-3.85811, -3.51251, -0.50722)
C (-5.08376, -3.45490, -1.13892)
C (-5.35283, -2.44148, -2.05626)
C (-4.36244, -1.57695, -2.47454)
C (-3.07943, -1.73419, -1.91869)
O (-2.02934, -0.96167, -2.35343)
O (-6.07052, -4.37295, -0.88104)
H (-1.87047, -2.61532, -0.45881)
H (-3.54720, -4.23928, 0.23365)
H (-6.37769, -2.34754, -2.39311)
H (-4.45627, -0.76275, -3.18185)
H (-2.33260, -0.25355, -2.93103)
H (-5.89962, -4.79680, -0.03455)
C (2.00533, 1.79744, 1.03297)
C (0.62995, 1.57111, 1.08317)
C (0.05608, 0.60298, 0.27502)
C (0.84326, -0.22432, -0.52233)
C (2.22969, -0.10324, -0.44844)
C (2.78170, 0.92324, 0.27498)
O (4.14134, 1.15989, 0.18292)
O (-1.30374, 0.53122, 0.17081)
H (2.44372, 2.63614, 1.54725)
H (0.04368, 2.23480, 1.70104)
H (0.33880, -0.92565, -1.17308)
H (2.82958, -0.87331, -0.92129)
H (4.51002, 0.98407, -0.68484)
H (-1.59971, -0.26053, -0.28794)

Calculated values
* strongest force on any atom: 1.704 eV Å⁻¹
* lowest unoccupied orbital energy: -0.015 hartree
* highest occupied orbital energy: -8.40 eV
* orbital gap: 7.99 eV
* multiplicity: 1



Density functional theory data (the ωB97M-V functional and the def2-TZVPD basis) for C17H17Br2CaNO as an isolated structure in a non-equilibrium geometry.

Atoms and positions in Å:
C (2.54750, -0.66653, 0.77339)
C (3.05259, 0.78093, -2.07187)
C (3.40876, -1.61907, 0.20399)
H (1.70679, -0.96031, 1.40480)
C (2.54645, -0.36649, -2.61571)
H (3.25642, 1.59907, -2.78733)
H (4.42675, -1.22099, 0.05560)
H (2.51807, -0.46580, -3.71289)
C (2.98553, -2.38331, -1.06568)
H (2.54085, -3.35141, -0.79362)
H (3.89031, -2.58957, -1.64628)
C (2.79724, 0.75495, 0.56641)
H (3.34746, 1.22011, 1.41141)
H (1.84631, 1.33044, 0.56440)
C (3.68273, 1.04239, -0.72232)
H (4.63478, 0.49893, -0.62473)
H (3.97851, 2.10605, -0.68316)
C (1.97231, -1.57207, -1.90336)
H (1.54220, -2.23174, -2.67008)
H (1.10645, -1.32140, -1.23678)
Ca (0.82553, 0.82305, -1.76874)
H (3.50374, -2.25910, 1.11723)
Br (-0.08639, 3.99889, 2.24529)
C (-1.21963, 2.58894, 1.70352)
C (-2.38818, 2.26040, 2.38573)
C (-3.21358, 1.21923, 1.96408)
Br (-4.84617, 0.91668, 2.89983)
C (-2.85858, 0.37008, 0.87218)
C (-3.58622, -0.75253, 0.41960)
C (-3.08186, -1.54620, -0.59335)
C (-1.81322, -1.27139, -1.13011)
N (-1.12024, -0.18065, -0.75329)
C (-1.63131, 0.65588, 0.20161)
C (-0.86556, 1.86243, 0.53740)
O (0.11486, 2.24685, -0.22154)
H (-2.65950, 2.84579, 3.25162)
H (-4.53926, -0.97494, 0.89701)
H (-3.63856, -2.39527, -0.98749)
H (-1.34593, -1.91496, -1.88333)

Calculated values
* strongest force on any atom: 3.433 eV Å⁻¹
* relative energy (zero: lowest compared OMol25 entry of this formula, charge and spin): 1.758 eV
* lowest unoccupied orbital energy (spin up / spin down): -0.015 / -0.015 hartree
* highest occupied orbital energy (spin up / spin down): -5.18 / -7.11 eV
* orbital gap (spin up / spin down): 4.77 / 6.69 eV
* multiplicity: 1



Density functional theory data (the ωB97M-V functional and the def2-TZVPD basis) for C17H17Br2HgNO as an isolated structure in a non-equilibrium geometry.

Atoms and positions in Å:
C (2.22098, -1.33898, -1.97112)
C (-0.06879, 1.23789, -2.30380)
C (0.63200, -1.06076, -2.04371)
H (2.41955, -1.74757, -0.96777)
C (-1.24943, 0.47267, -2.68318)
H (-0.31110, 2.31335, -2.33261)
H (0.72353, -0.74740, -3.11359)
H (-2.07204, 1.10473, -3.03551)
C (-0.52162, -1.96257, -2.25210)
H (-1.03021, -2.27236, -1.32908)
H (-0.25666, -2.86025, -2.82470)
C (2.52224, 0.21851, -1.93811)
H (3.50371, 0.41505, -2.38685)
H (2.56607, 0.53551, -0.88852)
C (1.45190, 1.15160, -2.66017)
H (1.54116, 0.96443, -3.74158)
H (1.82250, 2.17302, -2.50925)
C (-1.43828, -0.98936, -3.11657)
H (-1.17485, -1.11885, -4.17960)
H (-2.49435, -1.27728, -3.02426)
Hg (-1.03383, 0.55878, -0.72465)
H (2.89824, -1.88380, -2.61483)
Br (3.45948, 1.70287, 2.49222)
C (1.72995, 1.12919, 2.96676)
C (1.39059, 0.82616, 4.27665)
C (0.10988, 0.39340, 4.62008)
Br (-0.26816, 0.02096, 6.45455)
C (-0.90525, 0.21291, 3.63405)
C (-2.21420, -0.24579, 3.89780)
C (-3.10906, -0.42139, 2.86272)
C (-2.71635, -0.14655, 1.55124)
N (-1.47422, 0.30189, 1.27862)
C (-0.56626, 0.50056, 2.28184)
C (0.75085, 1.02624, 1.90581)
O (1.00914, 1.38553, 0.72526)
H (2.14434, 0.93497, 5.04582)
H (-2.49060, -0.45838, 4.92515)
H (-4.12206, -0.77447, 3.03075)
H (-3.37878, -0.27445, 0.69226)

Calculated values
* strongest force on any atom: 6.437 eV Å⁻¹
* relative energy (zero: lowest compared OMol25 entry of this formula, charge and spin): 4.613 eV
* lowest unoccupied orbital energy (spin up / spin down): -0.030 / -0.030 hartree
* highest occupied orbital energy (spin up / spin down): -6.53 / -6.53 eV
* orbital gap (spin up / spin down): 5.70 / 5.71 eV
* multiplicity: 1



Density functional theory data (the ωB97M-V functional and the def2-TZVPD basis) for one molecule with the formula C17H17BrFN3O2.

Atoms and positions in Å:
C (-1.82517, 0.79166, 2.42511)
N (-0.87246, 0.96087, 1.34196)
C (-0.79853, -0.18379, 0.45556)
C (-0.31849, -1.49212, 1.09790)
O (0.06585, -1.58123, 2.24113)
N (-0.37744, -2.53188, 0.21771)
C (-0.02056, -3.86606, 0.42076)
C (0.46465, -4.37544, 1.62107)
C (0.79085, -5.71629, 1.72616)
C (0.64285, -6.57302, 0.64927)
C (0.16142, -6.08671, -0.55548)
C (-0.16039, -4.75117, -0.65034)
F (-0.63428, -4.26144, -1.82728)
H (0.03352, -6.72437, -1.41556)
H (0.89985, -7.61648, 0.74066)
H (1.16591, -6.09294, 2.66512)
H (0.58247, -3.71310, 2.46173)
H (-0.71185, -2.33103, -0.71616)
H (-1.79458, -0.34485, 0.02943)
H (-0.11223, 0.05840, -0.36350)
C (0.43619, 1.43243, 1.76843)
C (1.09392, 2.29384, 0.69080)
O (2.28616, 2.49006, 0.63848)
N (0.16372, 2.80918, -0.15925)
C (0.32905, 3.61770, -1.27090)
C (1.54437, 4.22612, -1.58482)
C (1.66069, 5.03494, -2.69892)
C (0.57257, 5.26086, -3.52549)
C (-0.64191, 4.66354, -3.23589)
C (-0.75283, 3.85203, -2.12425)
Br (-2.44142, 3.02117, -1.76584)
H (-1.49978, 4.82303, -3.87112)
H (0.66262, 5.89482, -4.39353)
H (2.61149, 5.49447, -2.92071)
H (2.38877, 4.04497, -0.94063)
H (-0.78219, 2.48235, 0.04500)
H (0.31242, 2.07194, 2.64657)
H (1.12685, 0.62850, 2.04900)
H (-1.51823, 0.03799, 3.15653)
H (-2.78581, 0.50304, 1.99957)
H (-1.94803, 1.74801, 2.93171)

Calculated values
* strongest force on any atom: 0.527 eV Å⁻¹
* relative energy (zero: lowest compared OMol25 entry of this formula, charge and spin): 0.000 eV
* lowest unoccupied orbital energy: 0.016 hartree
* SMILES string: CN(CC(=O)Nc1ccccc1F)CC(=O)Nc1ccccc1Br
* highest occupied orbital energy: -8.63 eV
* orbital gap: 9.06 eV
* multiplicity: 1



Density functional theory data (the ωB97M-V functional and the def2-TZVPD basis) for one molecule with the formula C17H17BrN2O3S2.

Atoms and positions in Å:
O (0.64832, -0.27379, 0.85559)
C (1.61835, 0.40866, 1.13947)
N (2.81858, -0.15398, 1.40149)
C (4.08218, 0.51827, 1.61123)
H (3.94810, 1.57071, 1.84603)
C (4.94509, 0.34419, 0.35195)
O (5.14137, -1.02145, 0.07056)
C (3.91310, -1.68645, -0.12449)
H (4.15882, -2.73010, -0.32430)
C (3.01524, -1.56360, 1.11161)
H (2.04100, -2.01807, 0.93142)
H (3.49530, -2.03983, 1.97171)
H (3.39002, -1.26085, -0.99468)
H (5.93744, 0.77273, 0.49828)
H (4.45353, 0.84149, -0.49883)
H (4.58471, 0.03118, 2.45472)
C (1.55198, 1.93036, 1.22235)
C (0.25259, 2.48335, 0.62430)
N (-0.16855, 1.76492, -0.56143)
C (0.63695, 1.55749, -1.62809)
S (2.08546, 2.26125, -1.90073)
S (-0.09378, 0.41411, -2.73999)
C (-1.51479, 0.23525, -1.72302)
C (-2.46850, -0.67167, -2.00374)
C (-3.70222, -0.92048, -1.27816)
C (-4.13038, -2.24163, -1.12097)
C (-5.29375, -2.52682, -0.43290)
C (-6.07214, -1.50381, 0.08254)
C (-5.66284, -0.19452, -0.10963)
C (-4.49419, 0.11212, -0.77822)
H (-4.20783, 1.14040, -0.92314)
Br (-6.74503, 1.22175, 0.55287)
H (-6.98505, -1.71699, 0.61667)
H (-5.60507, -3.55170, -0.29962)
H (-3.52824, -3.04415, -1.51992)
H (-2.29406, -1.32326, -2.85240)
C (-1.38600, 1.09346, -0.53322)
O (-2.18718, 1.23429, 0.35574)
H (0.38851, 3.54007, 0.37616)
H (-0.57711, 2.37467, 1.32784)
H (2.39626, 2.35292, 0.67813)
H (1.61382, 2.23950, 2.26684)

Calculated values
* strongest force on any atom: 0.938 eV Å⁻¹
* lowest unoccupied orbital energy: -0.027 hartree
* SMILES string: O=C(CCN1C(=O)/C(=C\c2cccc(Br)c2)SC1=S)N1CCOCC1
* highest occupied orbital energy: -8.50 eV
* orbital gap: 7.77 eV
* multiplicity: 1